The following is a DFT calculation (ωB97M-V/def2-TZVPD) of a structure of composition C24H24BrF5I2KN3O6.

Values from the calculation:
- total energy (eV) = -158190.66393
- charge = -2
- HOMO energy (eV) = -1.30
- orbital gap (hartree) = 0.1791
- lowest unoccupied orbital energy (hartree) = 0.1314

XYZ file:
```
66
C24H24BrF5I2KN3O6 | the Open Molecules 2025 dataset | ωB97M-V/def2-TZVPD
I 1.075 -2.299 1.776
I 0.437 -5.221 -0.129
Br -2.877 2.034 1.949
K -0.192 0.476 0.171
F -2.975 -1.864 -6.648
F -4.134 0.095 -2.529
F -0.406 -2.196 -5.745
F -4.800 -0.690 -4.974
F 0.314 -1.419 -3.296
O 0.907 -0.185 5.829
O 0.982 1.862 1.556
O 2.710 3.459 3.344
O -1.531 -0.266 -1.575
O -0.054 -0.380 3.038
O 2.519 2.276 6.047
N 2.629 0.493 -1.114
N -2.635 -0.663 1.481
N 0.427 2.637 -1.614
C -3.048 -0.159 3.781
C 3.133 -0.783 -1.574
C -1.872 -0.642 -2.743
C -2.914 -1.496 4.097
C -2.375 -3.880 3.399
C 1.850 2.740 -1.890
C 1.985 1.855 5.043
C -2.618 -1.469 -5.403
C 1.220 1.635 2.769
C 2.072 2.466 3.653
C 1.157 0.592 4.916
C -1.329 -1.637 -4.938
C -3.177 -0.483 -3.279
C -2.879 0.179 2.448
C -0.031 3.751 -0.798
C -3.533 -0.880 -4.553
C -2.649 -2.431 3.105
C 3.457 1.031 -0.044
C -0.370 2.487 -2.816
C -2.544 -1.956 1.809
C -0.972 -1.238 -3.665
C 0.700 0.523 3.521
C 2.499 1.410 -2.239
C 1.891 -3.860 0.629
H 1.920 0.903 -3.016
H -1.417 2.343 -2.549
H 2.964 1.850 0.476
H 0.501 3.743 0.155
H -1.311 -4.030 3.601
H 2.330 3.162 -1.006
H -0.067 1.601 -3.375
H 0.115 4.723 -1.307
H -2.631 -4.511 2.546
H -2.938 -4.231 4.267
H -2.968 -1.809 5.135
H -0.274 3.373 -3.473
H 2.038 3.454 -2.714
H 2.555 -4.456 1.245
H 4.141 -0.692 -2.023
H 3.498 1.618 -2.675
H 3.619 0.250 0.701
H 4.442 1.362 -0.426
H 2.457 -1.208 -2.317
H -1.099 3.637 -0.592
H -3.209 0.597 4.535
H 2.406 -3.473 -0.241
H -2.323 -2.639 0.992
H 3.205 -1.471 -0.730
```

Atom charges from the Löwdin analysis, given in e for atoms 1 to 2: number 1, I, carries 1.1096; number 2, I, carries 0.6059